ORCA calculation (ωB97M-V/def2-TZVPD) on 11 unconnected molecules or ions with the total composition C51H119N17O11 in a non-equilibrium geometry.

As for the max |F|: 2.60 eV/Å. As for the spin multiplicity: 1. As for the SMILES: CC1(C)CCCC(C)(C)N1O.CC1(C)CCCC(C)(C)N1O.CC1(C)CCCC(C)(C)N1O.CC1(C)CCCC(C)(C)N1O.CC1(C)CCCC(C)(C)N1O.NC(N)=O.NC(N)=O.NC(N)=O.NC(N)=O.NC(N)=O.NC(N)=O. The value obtained for the HOMO energy is -8.2 eV. The calculated total energy is -3773.07795 Eh. For the energy above the lowest of the compared OMol25 structures with the same formula, charge and spin, the calculation gives 26.3 kJ/mol.

Geometry as XYZ:
```
198
Properties=species:S:1:pos:R:3:mulliken_charge:R:1
C -16.96652 -8.32342 -24.11677 -2.001
C -16.00920 -9.44730 -23.63275 2.026
C -16.29245 -10.71337 -24.44031 -1.800
C -14.62377 -8.98049 -24.03740 -1.665
C -13.50147 -9.90755 -23.50211 0.187
C -13.68844 -9.97760 -21.97674 -2.021
C -15.08846 -10.39831 -21.46446 2.177
C -15.13198 -11.96123 -21.60424 -0.868
C -15.22088 -10.02425 -19.98178 -1.955
N -16.12977 -9.66053 -22.19173 0.194
O -17.42968 -10.04931 -21.85244 -0.433
H -17.97585 -8.51942 -23.74990 0.430
H -16.74403 -7.34839 -23.67678 0.474
H -16.87222 -8.26783 -25.19780 0.381
H -16.24288 -10.54043 -25.52247 0.514
H -15.58143 -11.54178 -24.39331 0.151
H -17.27597 -11.15040 -24.25336 0.356
H -14.55452 -8.78130 -25.10442 0.462
H -14.49827 -8.04911 -23.47235 0.432
H -13.41394 -10.83379 -24.06642 -0.182
H -12.57305 -9.35774 -23.67235 0.502
H -13.36195 -9.03453 -21.53483 0.350
H -12.97823 -10.73457 -21.63360 0.453
H -14.59537 -12.39261 -22.45056 0.099
H -16.15802 -12.32974 -21.57072 -0.463
H -14.64487 -12.48022 -20.77230 0.550
H -15.27813 -8.93292 -19.90809 0.545
H -14.34355 -10.27293 -19.38642 0.383
H -16.16923 -10.35508 -19.55875 0.233
H -17.89653 -9.24330 -21.60528 0.335
C -19.34155 -14.30442 -26.60793 -1.088
C -18.99688 -15.72602 -26.19647 1.858
C -19.86798 -16.72719 -26.98254 -0.985
C -17.51511 -16.00624 -26.55976 -1.158
C -16.46931 -15.37044 -25.69478 -0.097
C -16.75686 -15.61347 -24.23760 -0.928
C -18.21053 -15.40365 -23.80242 3.731
C -18.34967 -16.15945 -22.45068 -1.453
C -18.36795 -13.91866 -23.54914 -0.122
N -19.16683 -16.00213 -24.74888 0.895
O -20.52608 -15.78749 -24.34940 -0.564
H -19.55949 -14.24756 -27.67863 0.118
H -20.19836 -13.85831 -26.09360 0.157
H -18.56367 -13.55046 -26.47147 -0.035
H -19.54718 -16.92957 -28.00869 0.271
H -19.98061 -17.72817 -26.56710 -0.509
H -20.85677 -16.26804 -27.09050 0.425
H -17.40719 -17.09890 -26.49633 -0.203
H -17.40876 -15.87135 -27.63972 0.567
H -15.47428 -15.77721 -25.89155 0.863
H -16.38757 -14.30405 -25.93999 -0.586
H -16.06528 -15.04841 -23.60858 0.038
H -16.45339 -16.64930 -24.04752 -1.115
H -17.60286 -15.82175 -21.72402 0.536
H -17.92839 -17.16922 -22.51094 -0.327
H -19.37184 -16.22316 -22.09446 0.164
H -19.37669 -13.61423 -23.27314 0.394
H -18.00146 -13.42242 -24.45048 -0.436
H -17.68353 -13.52798 -22.79791 -0.728
H -20.77514 -16.72111 -24.19339 0.545
C -14.03822 -12.23433 -30.61938 -2.055
C -13.48741 -12.18006 -29.17716 2.303
C -14.70575 -11.99383 -28.19063 -1.031
C -12.73242 -13.48079 -28.88537 -1.636
C -11.80158 -13.38498 -27.67342 -0.171
C -10.76830 -12.34777 -28.01013 -1.373
C -11.49375 -10.98404 -28.08630 1.797
C -12.00953 -10.47504 -26.72688 -1.654
C -10.35695 -10.03222 -28.53520 -1.976
N -12.49500 -11.08106 -29.12352 0.317
O -13.03267 -9.84860 -29.51355 -0.491
H -14.38049 -11.27059 -30.99306 0.445
H -14.84522 -12.93992 -30.83375 0.387
H -13.23463 -12.62678 -31.25065 0.457
H -15.64959 -11.93602 -28.72403 -0.012
H -14.54367 -11.14934 -27.52533 0.115
H -14.77290 -12.92750 -27.62752 0.185
H -13.40703 -14.34253 -28.82544 0.385
H -12.21573 -13.80605 -29.79423 0.388
H -11.32480 -14.35837 -27.51769 0.322
H -12.30859 -13.19355 -26.72731 0.023
H -10.30774 -12.54601 -28.97868 0.375
H -9.97951 -12.46785 -27.26202 0.465
H -11.25337 -10.10583 -26.03396 0.514
H -12.68462 -9.64042 -26.92611 0.459
H -12.54609 -11.28444 -26.23073 -0.089
H -9.40989 -10.15714 -28.02044 0.371
H -10.19620 -10.08095 -29.62132 0.445
H -10.67159 -8.98127 -28.57953 0.410
H -12.58914 -9.62843 -30.34007 0.357
C -10.29832 -19.21547 -21.80012 -1.824
C -11.45415 -19.26197 -22.83924 1.841
C -11.03158 -20.18272 -24.00931 -2.067
C -12.66745 -19.90725 -22.19548 -1.189
C -13.42000 -19.00679 -21.24296 -1.176
C -13.67911 -17.63114 -21.87441 -0.020
C -12.45772 -16.95783 -22.52618 2.187
C -13.06869 -15.91296 -23.49950 -2.028
C -11.65230 -16.19896 -21.43150 -1.831
N -11.69239 -17.89288 -23.34282 0.357
O -10.56320 -17.26626 -23.89336 -0.507
H -10.71018 -18.87332 -20.85057 0.326
H -9.75581 -20.15147 -21.67312 0.462
H -9.57662 -18.46311 -22.12186 0.319
H -11.82434 -20.27813 -24.75577 0.376
H -10.08297 -19.81001 -24.39148 0.541
H -10.98737 -21.22205 -23.67693 0.416
H -13.32769 -20.48137 -22.85340 0.396
H -12.33067 -20.71782 -21.53751 0.412
H -14.38529 -19.38946 -20.90278 0.437
H -12.83555 -18.98912 -20.31565 0.494
H -14.17220 -17.07438 -21.07747 0.481
H -14.40073 -17.90881 -22.65007 -0.723
H -13.60638 -16.47582 -24.25998 0.356
H -12.20768 -15.41332 -23.95247 0.667
H -13.62495 -15.12942 -22.98707 0.042
H -11.98612 -15.16801 -21.33556 0.435
H -10.59565 -16.24527 -21.70220 0.338
H -11.67873 -16.68175 -20.45215 0.335
H -10.59329 -17.54165 -24.81625 0.373
C -18.39763 -23.93654 -25.15228 -2.069
C -17.81495 -22.52851 -25.21560 1.921
C -16.33411 -22.73786 -25.56686 -1.784
C -18.46198 -21.80482 -26.40480 -1.726
C -18.44478 -20.28510 -26.41134 -1.140
C -18.74153 -19.65442 -25.00945 -0.311
C -17.93333 -20.39003 -23.91895 2.834
C -16.47150 -19.89862 -23.91678 -1.314
C -18.67062 -19.92113 -22.63904 -1.635
N -18.09031 -21.86920 -23.95473 0.276
O -17.47128 -22.50549 -22.86581 -0.503
H -19.43945 -23.94436 -24.82390 0.448
H -18.28650 -24.50379 -26.07890 0.403
H -17.88547 -24.59652 -24.44470 0.415
H -16.20350 -23.33688 -26.46761 0.475
H -15.70582 -21.85395 -25.66272 0.286
H -15.86099 -23.29135 -24.74863 0.363
H -17.97792 -22.08766 -27.34461 0.482
H -19.48042 -22.15566 -26.60216 0.434
H -17.44508 -19.89897 -26.63972 0.336
H -19.07881 -19.82803 -27.17271 0.528
H -19.79544 -19.64055 -24.73049 0.510
H -18.42572 -18.62296 -25.16354 -0.854
H -16.37625 -18.81922 -23.76113 -0.502
H -15.97443 -20.06886 -24.86836 0.254
H -15.91941 -20.31706 -23.07253 0.523
H -18.12963 -19.93191 -21.68822 0.300
H -19.57498 -20.50858 -22.47902 0.499
H -18.94373 -18.87901 -22.79598 -0.020
H -18.21264 -22.94374 -22.43587 0.355
N -18.60174 -12.97657 -20.35230 -0.080
C -19.26428 -13.54985 -19.30793 0.391
N -19.46650 -12.73959 -18.24034 -0.365
O -19.79350 -14.64643 -19.51881 -0.779
H -18.19311 -12.05887 -20.38464 0.181
H -18.63578 -13.53239 -21.18303 0.102
H -19.79019 -13.22561 -17.42044 0.279
H -19.00378 -11.85353 -18.19972 0.156
N -22.06973 -13.96725 -29.37814 -0.253
C -22.16935 -13.23530 -30.50211 0.691
N -23.19380 -12.33440 -30.49992 -0.416
O -21.47426 -13.38515 -31.52028 -0.715
H -21.66048 -14.88483 -29.41445 0.169
H -22.55587 -13.70574 -28.54168 0.180
H -23.36832 -11.74449 -31.29090 0.237
H -23.84625 -12.33757 -29.73950 0.165
N -18.35756 -13.24122 -30.05105 -0.167
C -18.15806 -14.54221 -30.46163 0.615
N -19.29606 -15.13478 -30.87754 -0.242
O -17.05823 -15.08759 -30.42910 -0.689
H -17.60318 -12.64670 -29.77556 0.095
H -19.24362 -12.85560 -30.33266 0.139
H -19.16045 -16.07068 -31.22028 0.201
H -20.18908 -14.65944 -30.93921 -0.012
N -23.87641 -19.92162 -28.38580 -0.388
C -23.21121 -20.13691 -27.22160 0.592
N -22.39303 -19.14394 -26.80015 0.010
O -23.33489 -21.23686 -26.66974 -0.675
H -23.89526 -19.07273 -28.91617 0.146
H -24.32410 -20.75805 -28.71785 0.236
H -22.42211 -18.30466 -27.34699 0.121
H -22.12538 -19.16316 -25.82723 -0.096
N -23.27340 -19.82765 -23.01389 -0.396
C -22.89026 -18.53233 -23.20980 0.326
N -23.65012 -17.66936 -22.46967 -0.463
O -21.82362 -18.29092 -23.79377 -0.322
H -22.68162 -20.56408 -23.35606 0.235
H -24.06767 -20.00754 -22.43578 0.177
H -23.42975 -16.67234 -22.45244 0.241
H -24.61969 -17.88634 -22.33040 0.211
N -21.34850 -14.51421 -21.79926 0.182
C -22.66679 -14.27088 -21.70081 0.557
N -23.36118 -14.76015 -22.78881 -0.493
O -23.15261 -13.53242 -20.83837 -0.709
H -20.85721 -14.52668 -20.88691 0.046
H -20.94044 -14.82201 -22.67612 0.034
H -22.76514 -15.05621 -23.54331 0.274
H -24.33376 -14.51790 -22.85902 0.157
```